<P>
Formula: C46H64N3O6STa
Source: the Open Molecules 2025 dataset
Level of theory: ωB97M-V/def2-TZVPD

Calculated values
LUMO energy ... -0.10 eV
Frontier orbital gap ... 7.69 eV

The geometry in ORCA input format:
```
! RIJCOSX wB97M-V def2-TZVPD def2/J DEFGRID3
* xyz 0 1
Ta 0.0799 0.5267 -0.6439
S 2.0035 2.0493 -0.6413
O 0.9912 1.7988 -1.7671
O 2.2142 3.4476 -0.4731
O 3.1582 1.2402 -0.8833
O -1.1248 -0.5452 -1.5208
O 1.2454 1.4689 0.5377
O 1.4056 -0.6987 -0.9722
N -0.6412 0.7153 2.8775
N -0.3166 -1.6418 0.9616
N -1.4199 1.8970 -0.2722
C 4.6984 -5.6700 1.2645
C -3.4070 -0.3468 -3.5471
C 1.0674 -1.9193 1.4305
C 3.4075 -4.2814 -0.3791
C -4.8565 2.9640 0.6437
C -3.4064 0.6614 0.2771
C -0.7549 -2.7508 0.0875
C -4.2037 -3.3500 -1.3487
C -2.7593 1.8896 0.0734
C -4.5612 0.5771 -3.1340
C 4.0107 -5.6540 -0.1084
C -5.6833 -4.4583 0.3353
C -0.4077 3.9783 0.5780
C -3.2179 -1.3940 -2.4551
C -0.9315 3.2288 -0.4671
C 3.2306 -2.7309 -4.3203
C -2.0251 -2.5407 -0.6863
C -3.0530 -3.4553 -0.5751
C 5.0245 -6.0757 -1.1739
C 3.5518 -3.5873 -1.5717
C 0.4682 1.3632 3.5561
C -6.6011 -3.9795 -1.9088
C 1.9710 -2.4932 0.3748
C -1.0533 3.8185 -1.7226
C -4.8385 -5.7285 -1.6468
C 0.0138 5.2801 0.3682
C -0.6166 5.1124 -1.9306
C -4.2398 -2.3294 -2.2837
C -3.7405 -1.0377 -4.8808
C 4.5788 -1.0220 -3.0544
C 2.1194 -1.8010 -0.8460
C -3.5349 3.0498 0.2511
C -0.7656 -0.6811 3.2662
C -4.7324 0.5858 0.6479
C 2.6026 -3.7000 0.5918
C -5.3244 -4.3588 -1.1541
C 2.1622 -0.6300 -3.5543
C -1.2227 -1.5874 2.1196
C -0.0852 5.8514 -0.8876
C 2.8618 -6.6737 -0.1088
C -2.1684 0.5163 -3.7976
C -1.8787 1.4249 3.1491
C 3.2037 -1.6944 -3.1851
C 2.9304 -2.3697 -1.8462
C -2.1077 -1.4644 -1.5970
C -5.4682 1.7410 0.8589
H -2.9612 -1.7489 -5.1453
H -3.8001 -0.2904 -5.6690
H -2.1988 -1.2564 1.7641
H -7.3844 -4.6967 -1.6711
H 1.1487 -1.0301 -3.4883
H -4.6885 -1.5664 -4.8522
H 3.2203 -7.6520 0.2025
H 1.4822 -0.9715 1.7834
H -1.4736 3.2489 -2.5393
H -3.1005 4.0237 0.0872
H 5.3166 -1.7298 -2.6771
H -6.9423 -2.9902 -1.6118
H -2.8350 -0.2346 0.1237
H -2.1102 1.4532 4.2268
H 4.1804 -4.0101 -2.3356
H 5.8636 -5.3871 -1.2152
H 2.3363 -0.2950 -4.5767
H 3.2647 -2.2198 -5.2793
H 3.9752 -5.5640 2.0675
H 2.4529 -4.1959 1.5387
H 0.1892 -1.0332 3.6594
H -2.7020 0.9450 2.6270
H -4.5608 -5.6748 -2.6964
H 2.2438 0.2365 -2.8998
H -4.3072 1.0904 -2.2103
H 5.4172 -4.8584 1.3418
H -5.6316 -6.4635 -1.5284
H 0.5784 2.3751 3.1760
H 5.4105 -7.0670 -0.9465
H -1.8041 2.4471 2.7934
H -5.9503 -3.4796 0.7251
H -1.3339 -2.6035 2.5350
H -0.7046 5.5438 -2.9157
H 4.5073 -0.1887 -2.3572
H -5.1942 -0.3834 0.7675
H -0.8575 -3.6658 0.6918
H 1.3929 0.8356 3.3370
H 2.3365 -3.3477 -4.2917
H 0.2560 6.8617 -1.0566
H -6.4947 1.6942 1.1853
H -1.5074 -0.7935 4.0735
H -2.9421 -4.2640 0.1326
H -6.5321 -5.1265 0.4620
H -6.4482 -3.9988 -2.9842
H 1.0186 -2.6435 2.2565
H -5.4790 0.0171 -2.9726
H 0.4220 5.8382 1.1985
H -5.1091 -2.2331 -2.9094
H 0.0371 -2.9151 -0.6471
H 4.1022 -3.3747 -4.2614
H -2.3569 1.1564 -4.6584
H 0.3279 1.4088 4.6490
H -0.3168 3.5240 1.5524
H -1.2985 -0.1013 -4.0115
H -1.9549 1.1426 -2.9352
H -4.8599 -4.8490 0.9249
H -5.4163 3.8748 0.7930
H 4.9163 -0.6511 -4.0197
H 2.0686 -6.3670 0.5671
H 2.4378 -6.7580 -1.1059
H -3.9694 -6.0582 -1.0828
H 5.2210 -6.6121 1.4145
H -4.7409 1.3187 -3.9090
H 4.5572 -6.1200 -2.1538
*
```

<Q>
Formula: C46H64N3O6STa
Source: the Open Molecules 2025 dataset
Level of theory: ωB97M-V/def2-TZVPD

Calculated values
LUMO energy ... -0.37 eV
Frontier orbital gap ... 7.64 eV

The geometry in ORCA input format:
```
! RIJCOSX wB97M-V def2-TZVPD def2/J DEFGRID3
* xyz 0 1
Ta -1.5456 -0.6608 -0.3351
S -4.1622 -0.4637 -1.0659
O -2.8498 -1.0287 -1.7763
O -4.4751 0.8166 -1.6107
O -5.1624 -1.4706 -1.0402
O -1.5061 1.1388 -1.0214
O -3.4648 -0.3113 0.3218
O 0.2819 -0.8973 -0.8369
N -0.4852 0.7174 1.4099
N -2.3357 -1.0747 3.1621
N -1.5649 -2.6638 0.2603
C -5.0894 -4.8311 -0.6128
C -2.8396 2.9426 -3.8987
C -1.3613 2.8267 -3.4956
C 2.3233 -2.8071 -2.0247
C -1.0710 4.6659 -1.7614
C 6.1326 0.5376 1.2419
C -0.5100 3.6956 -4.4362
C -0.7704 7.5056 -1.5008
C -1.3272 2.4621 -0.9415
C 2.5356 -1.7499 -0.9325
C 4.1054 -0.8347 0.7295
C -1.0323 4.2972 0.5882
C 5.2723 -1.1132 2.9199
C 0.3899 -5.6955 1.2297
C 3.7898 -1.6936 -0.3084
C -1.2160 2.9497 0.3623
C 5.4668 -0.8342 1.4224
C -0.9736 5.1917 -0.4811
C 0.5539 -2.9639 1.4225
C -0.2735 0.2618 2.8157
C -0.9096 1.3723 -3.6973
C -2.7866 -3.3791 -0.0410
C -1.2287 3.3036 -2.0444
C -1.9470 7.1917 0.6621
C -4.9363 -4.2271 0.6239
C 3.1166 0.0625 1.1430
C 1.8709 0.0646 0.5533
C -1.3397 1.9699 1.4962
C -0.5575 -3.5093 0.7792
C -0.6240 -4.9075 0.7034
C -1.5430 0.0538 3.6188
C -0.7910 6.6848 -0.2114
C 0.5381 6.9102 0.5240
C 6.4029 -1.9022 0.8563
C 1.4965 -5.1319 1.8490
C 3.3530 -2.5708 -3.1418
C -1.8797 -2.2981 3.8120
C -3.7887 -3.5004 0.9063
C 0.9341 -2.7939 -2.6728
C -3.7500 -0.8501 3.4288
C -4.0918 -4.6992 -1.5704
C 1.5681 -3.7497 1.9406
C 2.5324 -4.2029 -1.4163
C 1.5814 -0.8641 -0.4581
C 0.8592 1.1302 0.8675
C -2.9456 -3.9763 -1.2867
H -1.7021 7.3989 -2.0609
H -2.3790 -3.1698 3.3913
H -1.6166 0.6633 -3.2732
H 0.6753 1.6803 -0.0502
H 6.6155 -1.7339 -0.2019
H -3.4643 2.3214 -3.2549
H -0.8438 1.1733 -4.7690
H 1.7966 -4.3974 -0.6327
H -0.5567 3.2811 -5.4448
H -1.0203 5.3464 -2.5963
H 6.2372 -1.1131 3.4325
H 7.1055 0.5541 1.7394
H -1.0694 2.4904 2.4197
H 0.9230 -3.5393 -3.4711
H 7.3525 -1.8730 1.3937
H 4.3795 -2.6437 -2.7802
H 0.3053 -6.7728 1.1503
H -3.1824 3.9769 -3.8209
H -4.3374 -1.7046 3.0948
H -0.8650 4.7242 -4.4996
H 5.5251 1.3383 1.6668
H 0.0593 7.2166 -2.1501
H 2.4157 -4.9633 -2.1930
H -1.4693 -5.3888 0.2334
H 0.6199 -1.8960 1.5288
H -1.2436 -0.0690 4.6731
H 3.3227 0.7825 1.9282
H -2.9056 7.0320 0.1641
H 1.2950 1.8400 1.5778
H 3.2199 -1.5825 -3.5877
H -1.8333 8.2611 0.8559
H 0.5666 6.3739 1.4743
H -3.9474 -0.6996 4.5020
H 1.3780 6.5654 -0.0834
H -3.6694 -3.0009 1.8555
H 5.9851 -2.9050 0.9708
H 0.3220 1.0339 3.3178
H 4.8045 -2.0889 3.0729
H -2.1645 -3.8628 -2.0298
H 4.6419 -0.3584 3.3938
H 2.4131 -3.2688 2.4212
H -0.6482 8.5625 -1.2561
H 4.5411 -2.3932 -0.6466
H -5.9891 -5.3889 -0.8387
H -4.0978 0.0216 2.8741
H 0.6923 -1.8254 -3.1131
H -4.2110 -5.1547 -2.5457
H -2.1563 0.9531 3.5884
H -2.9730 2.6141 -4.9334
H 3.5277 -4.3154 -0.9825
H 0.0763 1.1911 -3.2595
H -2.3753 1.6367 1.5838
H 6.2843 0.7559 0.1827
H -0.9401 4.6528 1.6095
H -1.9790 6.6792 1.6252
H -0.8110 -2.4356 3.6597
H 0.1543 -3.0571 -1.9573
H 0.3247 -0.6462 2.8133
H -2.0779 -2.2712 4.8960
H 0.5368 3.7106 -4.1220
H 3.2220 -3.3201 -3.9257
H -5.7192 -4.3054 1.3679
H 2.2803 -5.7569 2.2571
H 0.6797 7.9734 0.7344
*
```

<Q> (0.0581 hartree below the next structure)

<P>
Formula: C4H13O4
Source: the Open Molecules 2025 dataset
Level of theory: ωB97M-V/def2-TZVPD

Calculated values
LUMO energy ... 3.20 eV
Frontier orbital gap ... 6.99 eV

The geometry in ORCA input format:
```
! RIJCOSX wB97M-V def2-TZVPD def2/J DEFGRID3
* xyz -1 1
O -0.3434 2.0528 -3.3851
O 0.4660 -2.4206 2.9428
O -3.1456 1.6601 -1.5754
O -0.4995 0.6943 -1.3189
C 0.0780 0.6889 -0.0932
C 1.4698 -0.6507 1.5552
C 1.6395 -2.0773 2.1502
C 0.6734 -0.6713 0.2733
H 1.4897 -2.7985 1.3412
H 0.2332 2.7510 -3.0294
H -2.3449 2.0930 -1.2660
H -0.6283 1.0037 0.7435
H 2.4998 -0.2950 1.4453
H 2.5725 -2.2392 2.6889
H 0.5469 -1.9480 3.7792
H 0.9732 -0.1112 2.3635
H -0.4460 1.5582 -2.4224
H 0.8647 1.4719 -0.0040
H -0.1076 -1.4396 0.2164
H 1.2733 -1.0405 -0.5742
H -2.7919 0.8308 -1.9024
*
```

<Q>
Formula: C4H13O4
Source: the Open Molecules 2025 dataset
Level of theory: ωB97M-V/def2-TZVPD

Calculated values
LUMO energy ... 3.95 eV
Frontier orbital gap ... 8.70 eV

The geometry in ORCA input format:
```
! RIJCOSX wB97M-V def2-TZVPD def2/J DEFGRID3
* xyz -1 1
O -1.2433 -0.3328 -0.0899
O -3.9160 -2.1062 -0.0674
O 2.1989 0.2441 0.9827
O 0.1326 -0.5974 1.9456
C 1.6774 1.4149 -0.9586
C 0.1828 1.5047 -0.6488
C -0.5673 0.2137 -1.1477
C 2.2543 0.1510 -0.3812
H 0.1404 -0.5048 -1.7471
H -0.0365 0.1547 2.4772
H -1.5436 0.4929 -1.7062
H -0.5958 -0.4613 0.7576
H 3.3454 -0.0202 -0.7388
H 1.6851 -0.8211 -0.8584
H -3.4274 -2.7782 0.5200
H 2.1970 2.3591 -0.5914
H -0.1662 2.3463 -1.1526
H 1.1930 -0.0977 1.3690
H 1.9019 1.6664 -2.0227
H -3.2319 -1.4345 -0.0109
H -0.1212 1.7302 0.3535
*
```

<P> (0.0174 hartree below the next structure)

<P>
Formula: C5H8N3
Source: the Open Molecules 2025 dataset
Level of theory: ωB97M-V/def2-TZVPD

Calculated values
LUMO energy (alpha / beta) ... -5.59 / -5.59 eV
Frontier orbital gap (alpha / beta) ... 6.26 / 6.26 eV

The geometry in ORCA input format:
```
! RIJCOSX wB97M-V def2-TZVPD def2/J DEFGRID3
* xyz 1 1
N -2.0211 -0.0403 -0.6476
N -1.0718 -0.6628 -0.2666
N 1.3445 1.4804 -1.3181
C 2.2411 -1.1293 0.9137
C 1.2732 -0.4113 0.1995
C 1.5537 0.9245 -0.1590
C 0.0901 -1.0990 -0.2082
C -2.9104 0.6448 0.2468
H 1.3629 2.4465 -1.3701
H 2.1186 -2.1853 0.8320
H -2.4315 1.6776 0.4133
H -3.8606 0.7971 -0.3011
H 0.3610 -2.1681 -0.3554
H 3.2046 -0.6360 1.1275
H -3.0094 0.2461 1.2569
H 1.0769 1.0359 -2.1647
*
```

<Q>
Formula: C5H8N3
Source: the Open Molecules 2025 dataset
Level of theory: ωB97M-V/def2-TZVPD

Calculated values
SMILES ... CC=C=C/N=N/C=[NH2+]
LUMO energy ... -5.28 eV
Frontier orbital gap ... 8.50 eV

The geometry in ORCA input format:
```
! RIJCOSX wB97M-V def2-TZVPD def2/J DEFGRID3
* xyz 1 1
N -1.5610 1.4050 0.0238
N -0.4769 1.8989 -0.1477
N 0.5386 3.7668 0.7375
C 0.1393 -2.9905 -0.5710
C -0.2699 -1.9842 0.4863
C 0.2591 2.9552 -0.2653
C -1.8729 0.1251 0.4313
C -1.0617 -0.9702 0.5497
H 1.3857 4.3321 0.6495
H 0.4102 3.2724 -1.2690
H 0.8511 -3.7296 -0.1822
H 0.3728 3.2757 1.6223
H -0.6420 -3.5279 -1.0686
H -2.8901 -0.1349 0.4417
H 0.2502 -2.2094 1.3913
H 0.8202 -2.3831 -1.3249
*
```

<Q> (0.0549 hartree below the next structure)

<P>
Formula: C2F2IO2
Source: the Open Molecules 2025 dataset
Level of theory: ωB97M-V/def2-TZVPD

Calculated values
LUMO energy ... 3.32 eV
Frontier orbital gap ... 6.99 eV

The geometry in ORCA input format:
```
! RIJCOSX wB97M-V def2-TZVPD def2/J DEFGRID3
* xyz -1 1
I -2.0441 0.4405 0.2245
F -0.4446 -1.2629 -1.2870
F -0.4393 -1.9878 0.8371
O 1.1503 1.0761 -1.0896
O 0.9959 1.4430 1.1975
C -0.2174 -0.8364 0.0493
C 0.9991 1.1274 0.0683
*
```

<Q>
Formula: C2F2IO2
Source: the Open Molecules 2025 dataset
Level of theory: ωB97M-V/def2-TZVPD

Calculated values
LUMO energy ... 3.35 eV
Frontier orbital gap ... 6.61 eV

The geometry in ORCA input format:
```
! RIJCOSX wB97M-V def2-TZVPD def2/J DEFGRID3
* xyz -1 1
I -2.8561 -0.4305 0.0214
F -1.3119 2.0615 0.7106
F -0.4062 1.0352 -1.0664
O 1.2258 -2.1157 0.2570
O 2.4669 -0.2347 -0.1779
C -0.8732 0.8058 0.2605
C 1.7548 -1.1215 -0.0051
*
```

<Q> (0.0038 hartree below the next structure)